This record from the OMol25 dataset describes C38H35BrN9O4PRe as an isolated structure in a non-equilibrium geometry. The level of theory is ωB97M-V/def2-TZVPD.

Atoms and positions in Å:
1 Re -1.07 0.81 0.02
2 O -0.96 3.42 -3.25
3 C -1.01 2.38 -2.63
4 N -1.67 2.20 -1.42
5 C -2.56 3.17 -0.99
6 C -3.28 4.05 -1.81
7 C -4.15 4.94 -1.23
8 C -4.31 4.99 0.16
9 C -3.61 4.15 0.99
10 C -2.73 3.23 0.42
11 N -1.97 2.29 1.10
12 C -1.77 2.36 2.47
13 O -1.96 3.33 3.16
14 C -1.31 1.07 3.05
15 C -1.40 0.90 4.42
16 C -1.11 -0.34 4.96
17 C -0.71 -1.35 4.10
18 C -0.62 -1.09 2.74
19 N -0.92 0.10 2.20
20 C -0.37 1.14 -3.14
21 C 0.12 1.14 -4.43
22 C 0.64 -0.03 -4.95
23 C 0.61 -1.17 -4.15
24 C 0.12 -1.07 -2.86
25 N -0.35 0.06 -2.34
26 H -3.17 4.01 -2.88
27 H -4.72 5.60 -1.87
28 H -5.01 5.69 0.60
29 H -3.74 4.20 2.06
30 H -1.71 1.74 5.02
31 H -1.20 -0.52 6.02
32 H -0.48 -2.34 4.46
33 H -0.30 -1.87 2.07
34 H 0.08 2.06 -5.00
35 H 1.03 -0.07 -5.96
36 H 0.97 -2.12 -4.52
37 H 0.07 -1.96 -2.25
38 C -4.23 -0.21 -0.22
39 O -2.89 -0.70 -0.11
40 C -2.71 -2.07 -0.08
41 C -3.74 -2.99 -0.07
42 C -3.44 -4.34 -0.08
43 Br -4.85 -5.59 -0.12
44 C -2.13 -4.79 -0.07
45 C -1.08 -3.87 -0.04
46 C -1.39 -2.51 -0.06
47 O -0.39 -1.54 -0.09
48 C 0.29 -4.37 -0.05
49 N 0.62 -5.53 -0.53
50 C 1.99 -5.64 -0.39
51 C 2.84 -6.69 -0.72
52 C 4.18 -6.53 -0.45
53 C 4.69 -5.35 0.12
54 C 3.86 -4.30 0.46
55 C 2.50 -4.48 0.20
56 N 1.41 -3.64 0.39
57 H -4.81 -0.49 0.66
58 H -4.71 -0.59 -1.12
59 H -4.16 0.88 -0.28
60 H -4.77 -2.68 -0.08
61 H -1.89 -5.84 -0.09
62 H 0.43 -1.92 -0.45
63 H 2.45 -7.60 -1.16
64 H 4.87 -7.33 -0.68
65 H 5.75 -5.26 0.29
66 H 4.25 -3.39 0.89
67 H 1.40 -2.93 1.09
68 C 3.75 2.26 1.67
69 N 2.78 3.35 1.66
70 C 3.04 4.23 0.52
71 N 3.01 3.50 -0.74
72 C 3.98 2.41 -0.70
73 N 3.75 1.50 0.42
74 C 2.53 0.74 0.25
75 P 1.04 1.87 0.18
76 C 1.42 2.90 1.70
77 C 1.69 3.06 -1.11
78 H 3.53 1.59 2.50
79 H 4.74 2.68 1.82
80 H 4.03 4.67 0.64
81 H 2.30 5.03 0.50
82 H 4.98 2.84 -0.60
83 H 3.94 1.85 -1.64
84 H 2.41 0.04 1.08
85 H 2.57 0.17 -0.69
86 H 1.25 2.28 2.58
87 H 0.73 3.75 1.74
88 H 1.01 3.92 -1.20
89 H 1.72 2.55 -2.08

F_max = 1.5 eV/A
Spin multiplicity = 2
Energy = -143023.56854 eV
E_LUMO (alpha / beta) = -0.25502 / -0.28881 Ha
Frontier orbital gap (alpha / beta) = 6.00 / 5.08 eV
Net charge = +2
ΔE to the lowest compared entry with this formula, charge and spin = 26.6 kcal per mole
<S²> = 0.930

Löwdin atomic charge list, values in e, 8 entries: atom 1 (Re): 1.3862, atom 2 (O): 0.1355, atom 3 (C): -0.4502, atom 4 (N): -0.0274, atom 5 (C): -0.2047, atom 6 (C): 0.0077, atom 7 (C): -0.0265, atom 8 (C): -0.0277

=====

This record from the OMol25 dataset describes a 2-piece molecular cluster, C5H10O2 overall in a non-equilibrium geometry. The level of theory is ωB97M-V/def2-TZVPD.

Atoms and positions in Å:
1 C 1.06 -2.78 -0.75
2 C 1.48 -1.51 -0.30
3 C 0.44 -0.34 -0.20
4 O 0.95 0.89 -0.66
5 C -0.93 -0.55 -0.08
6 C -2.04 0.43 0.13
7 H 0.01 -2.84 -1.29
8 H 1.55 -3.73 -0.47
9 H 2.46 -1.10 0.01
10 H 0.53 1.66 -0.15
11 H -1.36 -1.61 -0.02
12 H -2.01 1.23 -0.48
13 H -2.96 -0.16 -0.07
14 H -2.14 1.00 1.00
15 O 0.77 2.92 1.15
16 H 0.97 3.17 0.27
17 H 1.22 3.33 1.91

F_max = 3.8 eV/A
Energy = -9438.73518 eV
E_LUMO = 0.01845 Ha
Frontier orbital gap = 8.51 eV
Net charge = 0
ΔE to the lowest compared entry with this formula, charge and spin = 99.3 kcal per mole

natural (NBO) atomic charge list, values in e, 8 entries: atom 1 (C): -0.4026, atom 2 (C): -0.2253, atom 3 (C): 0.2623, atom 4 (O): -0.7233, atom 5 (C): -0.2460, atom 6 (C): -0.6595, atom 7 (H): 0.2076, atom 8 (H): 0.2076

=====

This record from the OMol25 dataset describes the molecule C9H7N in a non-equilibrium geometry. The level of theory is ωB97M-V/def2-TZVPD.

Atoms and positions in Å:
1 N -3.78 -0.18 0.09
2 C -2.64 -0.23 0.05
3 C -1.03 -0.20 -0.01
4 C -0.41 -1.29 0.63
5 C 0.81 -1.44 0.13
6 C 1.11 -0.35 -0.85
7 C 1.77 0.57 0.10
8 C 0.88 1.39 0.72
9 C -0.42 1.26 0.09
10 C -0.28 0.32 -1.13
11 H -0.89 -1.97 1.41
12 H 1.44 -2.16 0.49
13 H 1.77 -0.50 -1.69
14 H 2.74 0.31 0.42
15 H 1.12 2.17 1.36
16 H -1.32 1.97 0.20
17 H -0.87 0.34 -2.02

F_max = 5.6 eV/A
Energy = -10932.91860 eV
E_LUMO = 0.02989 Ha
Frontier orbital gap = 10.02 eV
Net charge = 0
ΔE to the lowest compared entry with this formula, charge and spin = 58.0 kcal per mole

natural (NBO) atomic charge list, values in e, 8 entries: atom 1 (N): -0.3428, atom 2 (C): 0.2963, atom 3 (C): -0.1288, atom 4 (C): -0.2006, atom 5 (C): -0.1662, atom 6 (C): -0.2990, atom 7 (C): -0.1419, atom 8 (C): -0.2192

=====

This record from the OMol25 dataset describes a 12-piece molecular cluster, C5H34NO12 overall in a non-equilibrium geometry. The level of theory is ωB97M-V/def2-TZVPD.

Atoms and positions in Å:
1 C -1.66 0.12 0.98
2 C -0.38 -0.37 0.33
3 C 0.03 -1.77 0.85
4 C 0.29 -1.79 2.34
5 N -0.52 -0.19 -1.10
6 C 0.72 0.19 -1.83
7 O 1.86 -0.55 -1.57
8 H -2.47 -0.08 0.27
9 H -2.03 -0.19 1.96
10 H -1.89 1.18 1.03
11 H 0.53 0.15 0.65
12 H -0.75 -2.47 0.52
13 H 0.90 -2.04 0.24
14 H 1.09 -1.08 2.55
15 H 0.54 -2.69 2.89
16 H -0.56 -1.29 2.82
17 H -0.82 -1.03 -1.57
18 H 0.48 0.18 -2.89
19 H 0.93 1.22 -1.48
20 H 1.78 -1.94 -1.92
21 H 1.77 -3.34 -1.25
22 O 1.60 -2.98 -2.12
23 H 0.20 2.51 -0.21
24 H -1.31 2.41 -0.37
25 O -0.60 3.04 -0.21
26 H 2.28 1.43 5.04
27 H 2.19 2.56 3.94
28 O 1.96 2.31 4.84
29 H -0.13 -2.57 -2.90
30 H -0.47 -3.22 -4.26
31 O -0.80 -2.59 -3.61
32 H 3.47 2.18 -2.06
33 H 3.24 0.70 -1.75
34 O 3.88 1.43 -1.61
35 H 2.01 1.25 1.57
36 H 0.74 1.73 2.08
37 O 1.62 1.54 2.42
38 H -4.93 -0.77 0.66
39 H -4.51 0.16 -0.43
40 O -4.95 0.16 0.40
41 H 2.53 -0.57 -0.03
42 H 3.58 0.55 0.29
43 O 3.12 -0.21 0.68
44 H -3.01 -2.12 -2.48
45 H -2.59 -2.34 -1.07
46 O -3.03 -1.68 -1.61
47 H -2.56 0.52 -3.13
48 H -1.73 -0.40 -3.96
49 O -2.43 0.26 -4.06
50 H 0.31 2.77 5.20
51 H -0.66 3.04 4.06
52 O -0.62 3.04 5.02

F_max = 2.0 eV/A
Energy = -31799.19027 eV
E_LUMO = 0.09469 Ha
Frontier orbital gap = 8.64 eV
Net charge = -1
ΔE to the lowest compared entry with this formula, charge and spin = 42.7 kcal per mole

natural (NBO) atomic charge list, values in e, 8 entries: atom 1 (C): -0.6559, atom 2 (C): -0.0801, atom 3 (C): -0.4009, atom 4 (C): -0.6351, atom 5 (N): -0.6823, atom 6 (C): 0.1200, atom 7 (O): -0.9503, atom 8 (H): 0.2276

=====

This record from the OMol25 dataset describes the molecule F3HOSi in a non-equilibrium geometry. The level of theory is ωB97M-V/def2-TZVPD.

Atoms and positions in Å:
1 O 0.15 -0.03 0.62
2 Si 1.08 1.58 0.75
3 F 1.27 1.85 2.26
4 F 0.08 2.58 0.16
5 F 2.40 1.37 0.04
6 H 0.04 -0.85 1.07

F_max = 7.8 eV/A
Energy = -18099.78528 eV
E_LUMO = 0.01421 Ha
Frontier orbital gap = 11.92 eV
Net charge = 0
ΔE to the lowest compared entry with this formula, charge and spin = 23.6 kcal per mole

natural (NBO) analysis output, partial charges in e: atom 1 (O): -1.1705, atom 2 (Si): 2.5685, atom 3 (F): -0.6447, atom 4 (F): -0.6332, atom 5 (F): -0.6333, atom 6 (H): 0.5132

=====

This record from the OMol25 dataset describes C6H6O3 as an isolated structure in a non-equilibrium geometry. The level of theory is ωB97M-V/def2-TZVPD.

Atoms and positions in Å:
1 C 2.89 -0.01 -0.03
2 C 3.86 0.66 0.52
3 C 1.81 -0.65 -0.29
4 C 0.06 0.40 -0.20
5 C -2.24 0.22 0.36
6 C -3.21 -0.69 -0.32
7 O 0.04 1.57 -0.41
8 O -2.34 1.27 0.84
9 O -0.95 -0.42 0.11
10 H 4.33 0.58 1.46
11 H 4.28 1.43 -0.10
12 H 1.69 -1.74 -0.19
13 H -4.30 -0.34 -0.27
14 H -3.06 -1.67 -0.11
15 H -2.86 -0.61 -1.38

F_max = 5.8 eV/A
Spin multiplicity = 3
Energy = -12454.51163 eV
E_LUMO (alpha / beta) = 0.02598 / -0.08505 Ha
Frontier orbital gap (alpha / beta) = 6.49 / 7.48 eV
Net charge = 0
ΔE to the lowest compared entry with this formula, charge and spin = 26.6 kcal per mole
<S²> = 2.032

natural (NBO) atomic charge list, values in e, 8 entries: atom 1 (C): 0.0164, atom 2 (C): -0.4049, atom 3 (C): -0.2898, atom 4 (C): 0.7949, atom 5 (C): 0.8077, atom 6 (C): -0.7160, atom 7 (O): -0.5443, atom 8 (O): -0.4721

=====

This record from the OMol25 dataset describes the molecule C8H14O in a non-equilibrium geometry. The level of theory is ωB97M-V/def2-TZVPD.

Atoms and positions in Å:
1 C 1.94 -1.49 1.23
2 C 0.76 -0.95 0.50
3 C -0.13 -0.10 1.05
4 C -0.06 0.31 2.49
5 C -1.24 0.45 0.27
6 O -2.33 0.69 0.76
7 C -1.00 0.82 -1.25
8 C 0.38 1.37 -1.60
9 C -1.41 -0.35 -2.15
10 H 1.62 -2.25 1.95
11 H 2.45 -0.71 1.79
12 H 2.64 -1.95 0.55
13 H 0.62 -1.34 -0.50
14 H 0.79 0.97 2.66
15 H -0.98 0.83 2.76
16 H 0.05 -0.56 3.14
17 H -1.74 1.62 -1.41
18 H 0.65 2.18 -0.92
19 H 0.36 1.78 -2.61
20 H 1.15 0.61 -1.57
21 H -2.39 -0.73 -1.86
22 H -1.45 -0.02 -3.19
23 H -0.69 -1.17 -2.09

F_max = 1.8 eV/A
Energy = -10570.04400 eV
E_LUMO = 0.02844 Ha
Frontier orbital gap = 10.12 eV
Net charge = 0
ΔE to the lowest compared entry with this formula, charge and spin = 0.0 kcal per mole

natural (NBO) atomic charge list, values in e, 8 entries: atom 1 (C): -0.6621, atom 2 (C): -0.1128, atom 3 (C): -0.1297, atom 4 (C): -0.6484, atom 5 (C): 0.5868, atom 6 (O): -0.5459, atom 7 (C): -0.3091, atom 8 (C): -0.6044

=====

This record from the OMol25 dataset describes the molecule C6H12O. The level of theory is ωB97M-V/def2-TZVPD.

Atoms and positions in Å:
1 C -1.30 2.10 0.63
2 C -1.44 0.79 0.42
3 C -0.52 -0.07 -0.43
4 C -0.87 -1.55 -0.30
5 C 0.98 0.25 -0.13
6 C 1.94 -0.85 -0.52
7 O 1.21 0.48 1.24
8 H -1.98 2.66 1.26
9 H -0.50 2.67 0.17
10 H -2.26 0.27 0.92
11 H -0.69 0.21 -1.48
12 H -1.95 -1.71 -0.46
13 H -0.34 -2.15 -1.04
14 H -0.62 -1.94 0.70
15 H 1.23 1.16 -0.71
16 H 1.80 -1.71 0.15
17 H 1.81 -1.19 -1.56
18 H 2.97 -0.50 -0.40
19 H 0.52 1.07 1.56

F_max = 0.3 eV/A
Energy = -8463.36530 eV
E_LUMO = 0.03827 Ha
Frontier orbital gap = 10.97 eV
Net charge = 0
ΔE to the lowest compared entry with this formula, charge and spin = 22.8 kcal per mole

natural (NBO) atomic charge list, values in e, 8 entries: atom 1 (C): -0.4297, atom 2 (C): -0.1568, atom 3 (C): -0.2964, atom 4 (C): -0.6087, atom 5 (C): 0.1129, atom 6 (C): -0.6222, atom 7 (O): -0.7323, atom 8 (H): 0.2086

=====

Among the records above, which one has the highest energy?
C6H12O

=====

Copy entry 4 word for word.
This record from the OMol25 dataset describes a 12-piece molecular cluster, C5H34NO12 overall in a non-equilibrium geometry. The level of theory is ωB97M-V/def2-TZVPD.

Atoms and positions in Å:
1 C -1.66 0.12 0.98
2 C -0.38 -0.37 0.33
3 C 0.03 -1.77 0.85
4 C 0.29 -1.79 2.34
5 N -0.52 -0.19 -1.10
6 C 0.72 0.19 -1.83
7 O 1.86 -0.55 -1.57
8 H -2.47 -0.08 0.27
9 H -2.03 -0.19 1.96
10 H -1.89 1.18 1.03
11 H 0.53 0.15 0.65
12 H -0.75 -2.47 0.52
13 H 0.90 -2.04 0.24
14 H 1.09 -1.08 2.55
15 H 0.54 -2.69 2.89
16 H -0.56 -1.29 2.82
17 H -0.82 -1.03 -1.57
18 H 0.48 0.18 -2.89
19 H 0.93 1.22 -1.48
20 H 1.78 -1.94 -1.92
21 H 1.77 -3.34 -1.25
22 O 1.60 -2.98 -2.12
23 H 0.20 2.51 -0.21
24 H -1.31 2.41 -0.37
25 O -0.60 3.04 -0.21
26 H 2.28 1.43 5.04
27 H 2.19 2.56 3.94
28 O 1.96 2.31 4.84
29 H -0.13 -2.57 -2.90
30 H -0.47 -3.22 -4.26
31 O -0.80 -2.59 -3.61
32 H 3.47 2.18 -2.06
33 H 3.24 0.70 -1.75
34 O 3.88 1.43 -1.61
35 H 2.01 1.25 1.57
36 H 0.74 1.73 2.08
37 O 1.62 1.54 2.42
38 H -4.93 -0.77 0.66
39 H -4.51 0.16 -0.43
40 O -4.95 0.16 0.40
41 H 2.53 -0.57 -0.03
42 H 3.58 0.55 0.29
43 O 3.12 -0.21 0.68
44 H -3.01 -2.12 -2.48
45 H -2.59 -2.34 -1.07
46 O -3.03 -1.68 -1.61
47 H -2.56 0.52 -3.13
48 H -1.73 -0.40 -3.96
49 O -2.43 0.26 -4.06
50 H 0.31 2.77 5.20
51 H -0.66 3.04 4.06
52 O -0.62 3.04 5.02

F_max = 2.0 eV/A
Energy = -31799.19027 eV
E_LUMO = 0.09469 Ha
Frontier orbital gap = 8.64 eV
Net charge = -1
ΔE to the lowest compared entry with this formula, charge and spin = 42.7 kcal per mole

natural (NBO) atomic charge list, values in e, 8 entries: atom 1 (C): -0.6559, atom 2 (C): -0.0801, atom 3 (C): -0.4009, atom 4 (C): -0.6351, atom 5 (N): -0.6823, atom 6 (C): 0.1200, atom 7 (O): -0.9503, atom 8 (H): 0.2276

=====

Copy entry 2 word for word.
This record from the OMol25 dataset describes a 2-piece molecular cluster, C5H10O2 overall in a non-equilibrium geometry. The level of theory is ωB97M-V/def2-TZVPD.

Atoms and positions in Å:
1 C 1.06 -2.78 -0.75
2 C 1.48 -1.51 -0.30
3 C 0.44 -0.34 -0.20
4 O 0.95 0.89 -0.66
5 C -0.93 -0.55 -0.08
6 C -2.04 0.43 0.13
7 H 0.01 -2.84 -1.29
8 H 1.55 -3.73 -0.47
9 H 2.46 -1.10 0.01
10 H 0.53 1.66 -0.15
11 H -1.36 -1.61 -0.02
12 H -2.01 1.23 -0.48
13 H -2.96 -0.16 -0.07
14 H -2.14 1.00 1.00
15 O 0.77 2.92 1.15
16 H 0.97 3.17 0.27
17 H 1.22 3.33 1.91

F_max = 3.8 eV/A
Energy = -9438.73518 eV
E_LUMO = 0.01845 Ha
Frontier orbital gap = 8.51 eV
Net charge = 0
ΔE to the lowest compared entry with this formula, charge and spin = 99.3 kcal per mole

natural (NBO) atomic charge list, values in e, 8 entries: atom 1 (C): -0.4026, atom 2 (C): -0.2253, atom 3 (C): 0.2623, atom 4 (O): -0.7233, atom 5 (C): -0.2460, atom 6 (C): -0.6595, atom 7 (H): 0.2076, atom 8 (H): 0.2076